No. 1
C30H36MoN7O7Se3Te2 | the ωB97M-V functional and the def2-TZVPD basis

The value obtained for the energy above the lowest of the compared OMol25 structures with the same formula, charge and spin is 65.7 kJ/mol. The total charge is 0. The value obtained for the LUMO energy (spin up / spin down) is -1.21 / -1.10 eV. Its HOMO-LUMO gap (spin up / spin down) is 0.2085 / 0.2245 Ha. The value obtained for the total energy is -9883.2929 Ha. The spin multiplicity is 2. The HOMO energy (spin up / spin down) is -6.88 / -7.21 eV.

Each line ends with the Mulliken spin population.
Element x y z (Å)
Te 1.108 -5.063 3.844  -0.001
Te -0.597 0.858 -0.247  -0.014
Mo 0.119 -1.544 2.420  0.189
Se 2.502 -5.489 1.653  0.000
Se 1.190 -7.280 2.437  -0.001
Se -1.232 -4.624 3.783  0.013
O -0.517 -4.486 -0.491  0.012
O 1.469 -2.484 3.792  0.002
O 1.672 -3.418 5.777  0.002
O -1.480 -1.207 3.813  0.022
O 0.199 -3.350 1.308  0.060
O -3.399 -0.093 3.973  0.014
O 1.806 1.443 3.853  0.030
N 0.334 0.199 2.704  0.069
N 3.978 -0.768 0.866  -0.003
N 4.594 -2.692 -0.319  0.000
N 3.687 -1.935 0.351  0.004
N 1.927 -1.414 1.337  -0.031
N 2.484 -2.356 0.602  0.015
N -1.572 -1.712 1.395  0.227
C 1.123 -1.096 5.733  -0.001
C 1.451 -2.414 5.109  -0.004
C 1.189 0.780 -1.449  0.006
C 3.192 1.890 -2.217  0.000
C -2.180 1.375 -2.892  -0.001
C -2.668 -1.029 1.849  0.167
C -0.128 2.585 3.040  0.002
C 2.909 -0.437 -2.614  0.000
C 0.746 1.362 3.228  0.000
C 1.461 3.273 -1.081  -0.002
C -0.641 -3.502 0.378  -0.007
C -3.031 2.048 -3.755  -0.001
C -4.475 4.000 -4.398  0.000
C 1.954 1.950 -1.595  -0.003
C 0.892 -1.711 -1.969  0.006
C -1.819 1.961 -1.669  -0.004
C -1.664 0.025 -3.298  0.005
C -3.181 3.868 -2.238  0.001
C -2.814 -2.492 -0.504  -0.040
C 5.047 0.655 -3.377  0.000
C -2.331 3.220 -1.342  -0.003
C 2.861 -0.449 1.483  0.025
C -1.719 -2.589 0.354  0.159
C 1.663 -0.421 -1.984  -0.002
C -3.778 -0.875 1.016  -0.077
C -3.548 3.301 -3.444  -0.001
C -3.808 -1.573 -0.190  0.125
C -2.495 -0.747 3.238  0.031
C 3.693 0.697 -2.726  0.000
C -2.028 3.952 -0.061  -0.001
H 1.646 -0.291 5.217  0.000
H 0.098 -1.699 -1.228  0.004
H 0.235 -5.049 -0.227  0.002
H 3.257 -1.372 -3.041  0.000
H -2.170 -0.328 -4.196  0.000
H -4.654 -1.441 -0.848  0.005
H -1.821 -0.699 -2.497  0.001
H 0.049 -0.938 5.611  0.002
H -2.854 -3.133 -1.371  0.002
H -4.612 -0.250 1.305  -0.001
H 5.805 1.015 -2.680  0.000
H 1.299 3.213 -0.004  0.001
H -5.424 3.466 -4.459  0.000
H -2.952 4.144 0.486  0.000
H 2.184 4.061 -1.287  0.000
H 4.167 -3.535 -0.677  0.000
H -3.302 1.587 -4.697  0.000
H 1.368 -1.111 6.791  0.000
H -1.171 2.304 2.909  -0.003
H -4.674 5.020 -4.074  0.000
H -0.019 3.230 3.909  0.000
H 1.541 -2.560 -1.760  -0.001
H -1.569 4.916 -0.281  0.000
H -0.595 0.088 -3.502  0.000
H 2.729 0.449 2.060  -0.003
H -1.358 3.381 0.575  -0.001
H 0.440 -1.879 -2.948  0.001
H 5.306 -0.356 -3.691  0.000
H -4.044 4.027 -5.399  0.000
H 5.066 1.301 -4.256  0.000
H -4.188 0.086 3.447  0.000
H 0.514 3.534 -1.553  0.000
H -3.564 4.846 -1.970  0.000
H 3.783 2.794 -2.311  0.000
H 0.216 3.134 2.163  0.004
H 5.119 -2.150 -0.991  0.000

Forces on atoms 1 to 3 (eV/Å):
0.219 -1.227 -0.216
-0.165 0.588 -1.211
-0.278 0.413 2.378

---

No. 2
C36H30AsBrFN3O10PSTl | the ωB97M-V functional and the def2-TZVPD basis

The value obtained for the energy above the lowest of the compared OMol25 structures with the same formula, charge and spin is 9.5 kJ/mol. The total charge is -2. The value obtained for the LUMO energy is 3.94 eV. Its HOMO-LUMO gap is 0.2852 Ha. The value obtained for the total energy is -8128.4610 Ha. The spin multiplicity is 1. The HOMO energy is -3.82 eV.

Each line ends with the Mulliken charge.
Element x y z (Å)
Tl -2.042 -0.561 0.153  1.065
Br 0.247 -3.116 2.064  -0.114
As -3.358 0.968 3.352  0.782
S -5.314 -0.146 0.520  1.454
P 1.542 0.625 1.775  0.505
F -1.807 -3.832 -7.712  -0.335
O -1.374 -4.345 -3.313  -0.732
O -4.421 0.403 -0.507  -0.761
O -2.310 -3.288 -1.546  -0.665
O -3.914 -0.564 4.015  -0.660
O -6.574 -0.640 0.014  -0.762
O -2.864 1.935 4.580  -0.804
O -2.238 0.661 2.158  -0.284
O -4.594 -1.083 1.391  -0.855
O 0.556 -2.474 -8.396  -0.696
O 0.788 -0.683 -4.233  -0.646
N 2.474 -2.600 0.518  -0.261
N -1.005 -2.044 -4.683  0.306
N 0.613 -1.615 -6.289  -0.008
C 2.667 0.771 0.329  0.605
C 1.408 -3.521 -1.864  -0.286
C -1.621 -2.864 -5.590  -0.020
C -1.788 -3.356 -2.671  0.602
C 3.110 1.537 3.997  -0.114
C -5.390 2.911 3.254  -0.479
C 2.848 0.673 -2.086  -0.373
C 1.485 3.446 1.271  -0.286
C 4.639 0.112 5.193  -0.450
C -0.532 3.839 3.144  -0.659
C 4.033 1.346 5.019  -0.706
C 0.161 -1.397 -4.996  0.408
C 3.152 -2.503 -0.626  -0.769
C -7.286 3.116 1.799  -0.470
C -4.980 1.754 2.594  -0.054
C 3.379 -0.754 3.333  0.082
C 1.271 -3.126 0.461  -0.252
C -5.742 1.284 1.525  0.099
C -6.531 3.594 2.860  -0.517
C -0.031 4.918 2.426  -0.457
C 4.309 -0.937 4.343  -0.701
C -1.554 -1.961 -3.324  -0.331
C 2.775 0.493 3.140  -0.281
C 2.087 0.596 -0.927  -0.425
C 3.446 -2.716 -3.120  -1.559
C -0.027 2.569 2.920  -0.727
C 4.213 0.908 -1.996  -0.469
C 4.038 1.011 0.404  -0.279
C 0.976 4.720 1.490  -0.637
C 0.678 -3.619 -0.690  -0.689
C 0.987 2.359 1.984  0.373
C -6.892 1.962 1.139  -0.697
C 0.044 -2.389 -7.295  0.244
C -1.166 -3.030 -6.840  0.261
C 4.807 1.074 -0.751  -0.794
C 2.670 -2.932 -1.854  1.188
H -8.184 3.636 1.485  0.348
H -0.461 1.739 3.459  0.574
H -2.497 -3.383 -5.233  0.474
H -0.437 5.911 2.584  0.356
H -7.474 1.562 0.320  0.451
H 3.113 -1.575 2.676  0.269
H -2.480 -1.385 -3.330  0.379
H 2.367 0.514 -3.042  0.536
H -0.329 -4.013 -0.686  0.617
H 4.130 -2.032 -0.554  0.407
H -6.831 4.494 3.384  0.360
H 2.266 3.301 0.533  0.367
H 3.295 -3.545 -3.815  0.456
H 4.276 2.170 5.680  0.393
H 4.817 0.951 -2.895  0.355
H 3.096 -1.808 -3.618  0.114
H 4.514 -2.617 -2.923  0.425
H -4.788 3.254 4.087  0.501
H 1.362 5.558 0.920  0.389
H -0.828 -1.426 -2.717  -0.449
H -1.340 3.953 3.856  0.457
H 5.358 -0.036 5.990  0.343
H 0.949 -3.875 -2.781  0.638
H 4.506 1.145 1.372  0.413
H 4.769 -1.910 4.477  0.409
H 2.645 2.507 3.871  0.362
H -4.235 -1.070 3.246  0.462
H 5.873 1.253 -0.678  0.338
H 1.027 0.374 -0.999  0.138
H 1.468 -1.135 -6.525  0.207

Forces on atoms 1 to 3 (eV/Å):
-0.003 -0.059 0.071
0.052 -0.089 0.115
0.117 0.012 -0.049

---

No. 3
C10H11O3S | the ωB97M-V functional and the def2-TZVPD basis

The value obtained for the energy above the lowest of the compared OMol25 structures with the same formula, charge and spin is 136.0 kJ/mol. The total charge is -1. The value obtained for the LUMO energy (spin up / spin down) is 2.95 / 2.95 eV. Its HOMO-LUMO gap (spin up / spin down) is 0.2217 / 0.2218 Ha. The value obtained for the total energy is -1011.5113 Ha. The spin multiplicity is 1. The HOMO energy (spin up / spin down) is -3.08 / -3.08 eV.

Each line ends with the natural charge from an NBO analysis.
Element x y z (Å)
S 3.775 -1.502 -0.531  1.518
O 3.473 -2.808 -0.001  -1.006
O -0.870 2.962 -0.964  -0.576
O 4.555 -0.682 0.453  -1.013
C -2.741 0.339 0.648  -0.131
C 0.985 0.675 -1.468  -0.442
C 1.603 -0.315 -0.400  -0.187
C 1.617 0.512 0.937  -0.658
C 0.532 -1.463 -0.393  -0.517
C -1.748 -0.791 0.594  -0.329
C -2.535 1.540 0.053  -0.352
C -0.657 -0.560 -0.193  0.171
C -1.274 1.859 -0.683  0.547
C -0.518 0.661 -1.057  -0.421
H -1.725 -1.672 1.318  0.220
H 0.814 -2.139 0.381  0.235
H 1.470 -0.096 1.783  0.200
H 1.286 0.420 -2.514  0.210
H -1.098 0.526 -2.007  0.274
H 1.342 1.691 -1.215  0.220
H -3.619 0.204 1.285  0.201
H -3.204 2.457 0.321  0.215
H 0.379 -2.103 -1.288  0.212
H 2.566 1.012 0.890  0.239
H 0.739 1.212 0.874  0.169

Forces on atoms 1 to 3 (eV/Å):
0.127 3.212 0.405
-0.876 -1.613 0.487
-0.513 0.926 -0.083

---

No. 4
CH3ClOS | the ωB97M-V functional and the def2-TZVPD basis

The value obtained for the energy above the lowest of the compared OMol25 structures with the same formula, charge and spin is 142.6 kJ/mol. The total charge is 0. The value obtained for the LUMO energy is 0.21 eV. Its HOMO-LUMO gap is 0.3421 Ha. The value obtained for the total energy is -973.4364 Ha. The spin multiplicity is 1. The HOMO energy is -9.10 eV. As for the SMILES: OSCCl.

Each line ends with the natural charge from an NBO analysis.
Element x y z (Å)
Cl 1.235 1.800 -0.745  0.037
S 0.066 -0.241 1.466  0.337
O 0.548 -1.678 0.701  -0.837
C -0.211 0.933 -0.437  -0.429
H -1.180 1.207 -0.255  0.212
H -0.209 0.095 -1.104  0.204
H -0.249 -2.117 0.375  0.477

Forces on atoms 1 to 3 (eV/Å):
-0.389 0.942 0.033
-0.208 0.523 -3.111
-0.216 0.691 0.419

---

No. 5
C10H16 | the ωB97M-V functional and the def2-TZVPD basis

The value obtained for the energy above the lowest of the compared OMol25 structures with the same formula, charge and spin is 217.0 kJ/mol. The total charge is 0. The value obtained for the LUMO energy is 0.94 eV. Its HOMO-LUMO gap is 0.3603 Ha. The value obtained for the total energy is -390.5532 Ha. The spin multiplicity is 1. The HOMO energy is -8.87 eV. As for the SMILES: CCc1ccccc1.CC.

Each line ends with the natural charge from an NBO analysis.
Element x y z (Å)
C -0.825 -0.304 3.104  -0.606
C -0.172 0.611 -1.104  -0.215
C 1.444 0.334 0.754  -0.223
C 0.429 -0.378 -1.867  -0.028
C -0.104 -0.468 -3.277  -0.431
C 0.209 0.751 0.301  -0.194
C 1.472 -1.135 -1.264  -0.225
C 2.018 -0.833 0.065  -0.202
C -1.602 0.039 4.323  -0.604
C -0.039 0.937 -3.984  -0.610
H -1.258 -0.208 2.127  0.214
H -0.719 -1.410 3.359  0.207
H -1.065 -0.065 5.227  0.208
H -1.051 1.115 -1.403  0.206
H 1.807 0.689 1.659  0.207
H -0.854 1.622 -3.667  0.210
H 0.248 0.190 3.098  0.197
H 0.421 -1.245 -3.873  0.211
H -1.078 -0.981 -3.136  0.218
H 2.936 -1.255 0.535  0.223
H -2.160 1.073 4.270  0.185
H -0.060 0.899 -5.095  0.216
H 0.963 1.326 -3.699  0.217
H -0.471 1.366 0.814  0.204
H -2.416 -0.632 4.493  0.200
H 1.925 -2.036 -1.762  0.215

Forces on atoms 1 to 3 (eV/Å):
2.974 -1.586 1.264
1.279 -1.730 3.701
-0.814 -3.560 -2.347